The following is a DFT calculation (wB97M-V/def2-TZVPD) of a molecular structure, C15H35N5O4P2PtS.

ORCA input file:
```
! RIJCOSX wB97M-V def2-TZVPD def2/J DEFGRID3
* xyz 4 5
Pt 0.330 1.787 -0.924
C -3.026 -2.140 2.788
N -2.455 -0.819 2.571
C -3.188 0.299 3.176
P -0.914 -0.489 1.933
O -0.853 0.804 1.251
O -0.669 -1.753 0.955
P -0.219 -1.770 -0.598
O 0.520 -0.545 -0.960
N 0.957 -3.106 -0.563
C 2.291 -2.927 -1.076
C 0.589 -4.399 -0.035
N -1.441 -2.400 -1.412
C -1.260 -3.209 -2.646
C -2.751 -1.702 -1.364
N 0.038 -0.701 3.227
C 0.550 0.473 3.969
C 0.296 -2.003 3.868
H -4.037 -2.142 2.367
H -3.123 -2.322 3.863
H -2.433 -2.914 2.313
H -4.205 0.286 2.775
H -2.706 1.244 2.946
H -3.250 0.139 4.256
H 2.469 -1.893 -1.347
H 2.414 -3.585 -1.950
H 3.011 -3.290 -0.332
H -0.475 -4.452 0.171
H 1.174 -4.578 0.878
H 0.893 -5.177 -0.746
H -0.261 -3.640 -2.694
H -1.415 -2.587 -3.526
H -1.990 -4.017 -2.625
H -2.906 -1.240 -0.389
H -3.533 -2.443 -1.520
H -2.808 -0.944 -2.146
H 0.417 1.376 3.382
H 1.610 0.306 4.162
H 0.031 0.557 4.925
H -0.393 -2.768 3.517
H 0.181 -1.891 4.946
H 1.320 -2.312 3.657
C -1.115 4.409 -4.666
C 0.218 4.027 -4.574
C 0.614 3.225 -3.527
N -0.258 2.807 -2.588
C -1.556 3.175 -2.676
C -2.015 3.971 -3.702
H -1.449 5.041 -5.479
H 0.946 4.346 -5.306
H 1.638 2.894 -3.420
H -2.219 2.827 -1.893
H -3.059 4.248 -3.736
C 3.533 4.134 0.985
S 3.153 3.266 -0.522
C 4.710 2.472 -0.857
O 2.216 2.088 -0.051
H 3.945 3.441 1.716
H 2.619 4.606 1.338
H 4.261 4.908 0.732
H 5.408 3.257 -1.153
H 4.565 1.791 -1.693
H 5.066 1.951 0.030
*
```

Summary:
expectation value of S² = 6.02
gap between HOMO and LUMO (alpha / beta) = 9.658 / 5.465 eV
LUMO (alpha / beta) = -10.645 / -14.858 eV

=====

The following is a DFT calculation (wB97M-V/def2-TZVPD) of a single C16H23NO6 molecule.

ORCA input file:
```
! RIJCOSX wB97M-V def2-TZVPD def2/J DEFGRID3
* xyz 0 1
C -4.960 -1.997 1.941
C -4.668 -0.496 1.880
C -4.116 -0.125 0.533
C -4.962 0.245 -0.502
C -4.445 0.548 -1.751
C -3.087 0.475 -1.980
C -2.229 0.097 -0.950
O -0.893 0.075 -1.283
C 0.037 -0.481 -0.409
O 1.071 -0.933 -1.239
C 2.116 -1.593 -0.547
C 3.140 -2.067 -1.586
O 4.041 -2.989 -1.050
C 2.757 -0.657 0.493
O 3.728 -1.352 1.235
C 1.653 -0.132 1.429
O 2.175 0.603 2.490
C 0.595 0.582 0.571
N 1.095 1.642 -0.287
C 1.865 2.698 0.032
C 2.071 3.657 -1.116
O 2.366 2.870 1.131
C -2.746 -0.195 0.303
H -5.362 -2.265 2.915
H -4.051 -2.568 1.771
H -5.684 -2.272 1.178
H -5.590 0.057 2.066
H -3.950 -0.237 2.660
H -6.026 0.302 -0.328
H -5.107 0.839 -2.552
H -2.665 0.701 -2.946
H -0.394 -1.330 0.155
H 1.720 -2.475 -0.017
H 3.661 -1.189 -1.996
H 2.611 -2.567 -2.401
H 4.367 -2.634 -0.210
H 3.227 0.195 -0.026
H 3.792 -0.905 2.093
H 1.168 -1.004 1.894
H 2.357 1.521 2.176
H -0.200 0.974 1.221
H 0.741 1.575 -1.233
H 1.116 4.075 -1.428
H 2.518 3.139 -1.962
H 2.728 4.461 -0.797
H -2.101 -0.476 1.123
*
```

Summary:
ΔE to the lowest compared entry with this formula, charge and spin = 0.0 kcal/mol
gap between HOMO and LUMO = 9.616 eV
LUMO = 0.622 eV

=====

The following is a DFT calculation (wB97M-V/def2-TZVPD) of a molecular structure, C25H40CrN4O8P2Te.

ORCA input file:
```
! RIJCOSX wB97M-V def2-TZVPD def2/J DEFGRID3
* xyz 1 4
Cr 0.372 0.676 0.716
C -1.232 -0.608 3.877
P 0.215 0.280 3.226
C 0.532 1.497 4.550
C 1.543 -0.947 3.504
C 2.833 -0.496 2.832
P 2.616 -0.383 1.009
C 2.669 -2.131 0.531
C 4.259 0.257 0.566
H -0.919 -1.135 4.781
H -1.585 -1.320 3.135
H -2.040 0.071 4.139
H 0.438 1.005 5.520
H -0.189 2.315 4.511
H 1.534 1.916 4.472
H 1.192 -1.892 3.084
H 1.667 -1.084 4.581
H 3.657 -1.182 3.044
H 3.135 0.485 3.212
H 3.372 -2.657 1.179
H 2.998 -2.203 -0.504
H 1.680 -2.574 0.601
H 4.997 -0.401 1.027
H 4.414 1.265 0.950
H 4.388 0.253 -0.512
C 2.153 2.911 -0.601
N 1.223 2.739 0.536
C 1.931 3.125 1.768
C 0.075 3.659 0.340
C -1.134 3.166 1.093
N -1.524 1.828 0.603
C -2.087 1.931 -0.762
C -2.597 1.297 1.464
H 2.513 3.944 -0.629
H 1.637 2.687 -1.529
H 2.997 2.238 -0.502
H 2.373 4.121 1.657
H 2.727 2.414 1.978
H 1.243 3.142 2.607
H -0.135 3.707 -0.727
H 0.341 4.671 0.661
H -1.965 3.874 0.995
H -0.907 3.077 2.158
H -2.896 2.668 -0.762
H -2.479 0.959 -1.051
H -1.326 2.215 -1.480
H -3.514 1.875 1.315
H -2.305 1.380 2.507
H -2.774 0.252 1.219
O -0.517 -0.957 0.959
O -0.308 -1.947 -0.066
O 2.401 -0.192 -1.735
C 1.264 0.122 -2.046
O 0.347 0.533 -1.231
C 0.816 0.030 -3.483
C -0.492 0.326 -3.841
C -0.858 0.221 -5.167
C 0.020 -0.155 -6.162
C 1.311 -0.441 -5.764
C 1.731 -0.363 -4.452
N 2.290 -0.851 -6.801
O 1.904 -0.867 -7.948
O 3.403 -1.142 -6.423
N -2.260 0.526 -5.532
O -2.544 0.517 -6.707
O -3.029 0.761 -4.621
H -1.218 0.624 -3.102
H -0.283 -0.222 -7.196
H 2.749 -0.603 -4.184
Te -1.865 -2.065 -1.258
C -2.905 -3.408 -0.035
C -2.462 -3.666 1.255
C -3.174 -4.550 2.056
C -4.322 -5.163 1.577
C -4.759 -4.899 0.287
C -4.051 -4.023 -0.524
H -1.557 -3.198 1.619
H -2.827 -4.761 3.060
H -4.873 -5.851 2.204
H -5.648 -5.383 -0.096
H -4.400 -3.835 -1.533
*
```

Summary:
expectation value of S² = 3.80
ΔE to the lowest compared entry with this formula, charge and spin = 0.0 kcal/mol
gap between HOMO and LUMO (alpha / beta) = 7.364 / 7.364 eV
LUMO (alpha / beta) = -2.855 / -2.865 eV

=====

The following is a DFT calculation (wB97M-V/def2-TZVPD) of a molecular structure, C4H10O2 in a non-equilibrium geometry.

ORCA input file:
```
! RIJCOSX wB97M-V def2-TZVPD def2/J DEFGRID3
* xyz 0 1
C 0.814 -0.816 -1.188
C 1.283 0.518 -1.750
O -0.734 -0.206 0.143
O -2.210 -0.865 0.105
H -2.947 -0.753 -0.507
H 1.698 -1.377 -0.887
H 0.327 -1.385 -1.977
H 1.756 1.097 -0.956
H 1.988 0.379 -2.569
H 0.429 1.070 -2.139
C -0.180 0.366 1.576
C -0.930 0.697 2.602
H -0.568 1.388 3.351
H 0.879 0.556 1.451
H 0.367 -1.095 0.075
H -1.973 0.426 2.672
*
```

Summary:
ΔE to the lowest compared entry with this formula, charge and spin = 222.5 kcal/mol
gap between HOMO and LUMO (alpha / beta) = 8.120 / 8.118 eV
LUMO (alpha / beta) = 0.001 / 0.000 eV